No. 1
64
Properties=species:S:1:pos:R:3 method="wB97M-V/def2-TZVPD" e_lumo_ev="-0.54 / -0.54" total_charge=0 de_lowest_kj_mol=100.4 homo_energy_ha="-0.2298 / -0.2297"
Ag -1.137 -0.555 -0.841
S -0.650 -2.763 0.427
C 1.055 -2.729 0.178
N 1.723 -3.828 0.414
N 3.062 -3.898 0.456
C 3.948 -3.116 1.156
C 5.311 -3.436 1.100
C 6.226 -2.745 1.868
C 5.808 -1.723 2.707
C 4.466 -1.380 2.745
C 3.543 -2.058 1.977
N 1.755 -1.666 -0.288
N 1.189 -0.857 -1.105
C 2.025 0.036 -1.749
C 1.414 0.964 -2.597
C 2.177 1.863 -3.309
C 3.560 1.841 -3.195
C 4.174 0.915 -2.362
C 3.421 0.017 -1.635
H 3.395 -4.807 0.158
H 5.639 -4.233 0.448
H 7.271 -3.009 1.816
H 6.522 -1.201 3.324
H 4.132 -0.576 3.385
H 2.499 -1.792 2.011
H 0.334 0.942 -2.681
H 1.708 2.583 -3.962
H 4.158 2.539 -3.762
H 5.252 0.904 -2.290
H 3.884 -0.714 -0.988
C -6.091 1.763 0.938
C -5.123 1.307 -0.110
C -4.735 -0.025 -0.204
C -3.864 -0.444 -1.201
C -3.388 0.485 -2.115
C -3.736 1.821 -2.014
C -4.601 2.225 -1.017
S -2.279 -0.024 -3.450
C -3.643 -0.437 -4.614
O -1.740 -1.339 -3.061
H -6.589 0.920 1.409
H -6.844 2.413 0.495
H -5.571 2.333 1.707
H -5.126 -0.751 0.495
H -3.604 -1.494 -1.302
H -3.315 2.535 -2.705
H -4.872 3.265 -0.930
H -4.293 -1.155 -4.129
H -3.186 -0.883 -5.490
H -4.181 0.466 -4.879
C 0.785 2.361 2.614
As -0.929 1.541 2.177
C -2.196 2.450 3.358
C -0.852 -0.284 2.832
S -1.401 1.916 0.189
H 0.911 2.442 3.693
H 0.818 3.357 2.162
H 1.590 1.760 2.187
H -1.800 2.470 4.374
H -3.156 1.931 3.349
H -2.351 3.474 3.006
H -0.677 -0.289 3.906
H -0.045 -0.816 2.323
H -1.783 -0.811 2.604

No. 2
70
Properties=species:S:1:pos:R:3 method="wB97M-V/def2-TZVPD" e_lumo_ev=2.38 total_charge=-1 de_lowest_kj_mol=0.0 homo_energy_ha=-0.2316
Al -0.252 0.324 0.383
O 2.565 2.694 -0.080
P 2.569 1.171 0.375
O 3.875 0.545 0.173
O 1.358 0.502 -0.330
O 2.133 1.293 1.920
P 1.264 0.358 2.935
O 0.738 1.430 3.961
O 2.039 -0.711 3.560
O 0.040 -0.073 2.085
H 1.671 3.051 -0.090
H 0.135 2.072 3.543
Cl -2.799 3.907 -0.125
C -1.346 4.395 0.767
Cl -1.759 5.669 1.912
Cl -0.131 5.021 -0.376
C -0.769 3.126 1.481
O -0.832 3.070 2.694
O -0.394 2.246 0.667
C -1.877 -2.798 -2.116
C -0.459 -3.116 -1.634
C 0.533 -2.283 -2.456
C -0.168 -4.594 -1.895
P -0.209 -2.499 0.126
C 1.380 -3.288 0.592
C 1.531 -4.652 0.870
C 2.765 -5.175 1.211
C 3.882 -4.347 1.278
C 3.751 -2.998 1.002
C 2.507 -2.480 0.665
C -1.481 -3.210 1.316
C -2.659 -2.224 1.338
C -2.042 -4.599 1.005
C -0.839 -3.213 2.710
H -1.948 -3.044 -3.179
H -2.128 -1.747 -1.991
H -2.629 -3.388 -1.592
H 0.413 -2.536 -3.513
H 1.566 -2.489 -2.171
H 0.364 -1.211 -2.343
H -0.288 -4.777 -2.967
H -0.853 -5.259 -1.372
H 0.853 -4.862 -1.630
H 0.682 -5.318 0.825
H 2.857 -6.232 1.429
H 4.845 -4.758 1.552
H 4.594 -2.325 1.053
H 2.438 -1.426 0.444
H -3.154 -2.145 0.369
H -2.346 -1.224 1.638
H -3.391 -2.578 2.069
H -2.575 -4.623 0.056
H -2.762 -4.856 1.788
H -1.287 -5.381 0.995
H -0.334 -2.273 2.930
H -0.115 -4.017 2.833
H -1.632 -3.352 3.449
C -1.958 0.342 -0.537
C -3.157 0.422 -0.706
C -4.563 0.549 -0.944
C -5.183 -0.174 -1.964
C -6.540 -0.026 -2.201
C -7.296 0.839 -1.424
C -6.687 1.558 -0.404
C -5.330 1.417 -0.163
H -4.588 -0.844 -2.569
H -7.008 -0.587 -3.000
H -8.355 0.955 -1.612
H -7.269 2.238 0.204
H -4.845 1.982 0.620

No. 3
66
Properties=species:S:1:pos:R:3 method="wB97M-V/def2-TZVPD" e_lumo_ev="-10.74 / -11.51" total_charge=+3 de_lowest_kj_mol=295.4 homo_energy_ha="-0.6081 / -0.6106"
Pb 0.158 0.754 -1.162
C 4.628 3.360 -0.626
N 3.548 3.282 0.319
C 3.273 4.213 1.274
C 2.237 3.757 2.015
N 1.855 2.536 1.490
C 2.673 2.274 0.433
S 2.701 0.906 -0.591
C 0.827 1.761 2.047
C 0.615 1.861 3.424
C -0.465 1.217 3.998
C -1.295 0.455 3.183
C -0.969 0.348 1.849
N 0.059 0.982 1.275
H 5.138 4.314 -0.518
H 4.253 3.265 -1.647
H 5.346 2.557 -0.450
H 3.821 5.129 1.359
H 1.744 4.215 2.848
H 1.291 2.430 4.038
H -0.662 1.309 5.056
H -2.168 -0.043 3.575
H -1.567 -0.255 1.180
Cl -5.571 5.812 -0.873
C -4.088 5.007 -0.845
C -4.050 3.584 -0.893
Cl -5.509 2.719 -1.079
C -2.838 2.933 -0.794
Cl -2.792 1.223 -0.865
C -1.587 3.621 -0.697
O -0.480 3.034 -0.542
C -1.664 5.058 -0.756
Cl -0.203 5.919 -0.695
C -2.880 5.734 -0.792
Cl -2.919 7.440 -0.789
C 2.313 -2.564 1.211
C 1.829 -3.360 0.023
C 1.548 -4.805 0.344
Sb -0.091 -2.429 -0.820
C -0.206 -2.856 -3.042
C 0.845 -2.024 -3.744
C -0.035 -4.337 -3.278
C -1.919 -3.427 0.102
C -3.177 -2.931 -0.567
C -1.942 -3.268 1.603
H 3.247 -3.003 1.562
H 1.607 -2.602 2.039
H 2.515 -1.525 0.951
H 2.519 -3.262 -0.819
H 0.877 -4.917 1.193
H 2.493 -5.280 0.617
H 1.148 -5.354 -0.506
H -1.212 -2.530 -3.316
H 1.850 -2.284 -3.415
H 0.689 -0.951 -3.593
H 0.793 -2.217 -4.815
H 0.972 -4.673 -3.037
H -0.198 -4.535 -4.339
H -0.761 -4.931 -2.725
H -1.712 -4.463 -0.177
H -3.371 -1.881 -0.343
H -4.021 -3.503 -0.178
H -3.157 -3.071 -1.647
H -2.340 -2.299 1.895
H -0.960 -3.403 2.055
H -2.602 -4.028 2.021

No. 4
84
Properties=species:S:1:pos:R:3 method="wB97M-V/def2-TZVPD" e_lumo_ev=-0.24 total_charge=0 de_lowest_kj_mol=3670.0 homo_energy_ha=-0.3046
C -0.612 0.145 0.454
C 0.581 -0.845 0.285
O 1.720 -0.037 0.468
C 1.361 1.282 0.340
O 2.128 2.229 0.306
O -0.008 1.375 0.147
F 0.540 -1.300 -0.934
H -1.037 0.160 1.458
H -1.390 -0.108 -0.267
H 0.399 -1.681 0.960
C -4.329 -1.043 -0.385
C -5.082 0.143 0.035
O -4.212 0.989 0.812
C -2.979 0.509 0.684
O -1.993 1.081 1.148
O -3.024 -0.659 -0.042
F -6.035 -0.071 0.875
H -4.489 -1.304 -1.431
H -4.524 -1.936 0.208
H -5.539 0.637 -0.823
C 0.064 2.866 -0.651
C -1.420 2.694 -0.677
O -1.869 3.769 -1.465
C -0.866 4.600 -1.747
O -1.031 5.619 -2.421
O 0.240 4.137 -1.204
F -1.837 2.911 0.574
H 0.552 2.145 -1.307
H 0.438 2.760 0.367
H -1.736 1.726 -1.066
C -1.751 -0.121 -4.265
C -0.424 0.438 -4.672
O 0.222 0.550 -3.467
C -0.712 0.580 -2.466
O -0.457 0.723 -1.300
O -1.963 0.342 -2.919
F -0.701 1.682 -5.074
H -1.712 -1.206 -4.362
H -2.546 0.126 -4.969
H 0.113 -0.111 -5.446
C 4.181 1.265 0.693
C 4.035 -0.055 1.481
O 3.838 -1.049 0.480
C 3.503 -0.482 -0.692
O 2.916 -1.075 -1.561
O 4.027 0.783 -0.680
F 2.859 0.047 2.224
H 5.129 1.802 0.712
H 3.557 2.120 0.952
H 4.940 -0.198 2.072
C 0.966 -1.844 2.539
C 1.810 -1.922 3.774
O 2.257 -3.219 3.778
C 1.718 -3.924 2.776
O 1.867 -5.149 2.697
O 0.960 -3.136 2.015
F 1.068 -1.721 4.852
H 1.378 -1.300 1.689
H -0.032 -1.511 2.826
H 2.647 -1.230 3.858
C -1.900 1.955 2.936
O -0.632 2.183 3.380
C 0.326 1.209 3.285
O 0.201 0.094 2.748
O 1.441 1.662 3.765
C 2.501 0.740 4.047
H -2.266 1.105 3.512
H -2.074 1.859 1.864
H -2.436 2.865 3.206
H 3.131 0.485 3.194
H 2.076 -0.199 4.398
H 3.193 1.139 4.789
C -2.109 -2.159 -1.511
O -0.734 -2.560 -1.737
C -0.242 -2.639 -2.952
O -0.875 -2.644 -3.972
O 1.109 -2.671 -2.814
C 2.104 -2.558 -3.865
H -2.207 -1.355 -0.781
H -2.670 -2.960 -1.029
H -2.591 -1.893 -2.452
H 3.094 -2.768 -3.462
H 1.932 -1.537 -4.205
H 1.925 -3.355 -4.588

No. 5
60
Properties=species:S:1:pos:R:3 method="wB97M-V/def2-TZVPD" e_lumo_ev=0.59 total_charge=0 de_lowest_kj_mol=8.4 homo_energy_ha=-0.2943 smiles="CC(=O)Nc1ccc(CN2CCC[C@H](CCC(=O)NCc3ccccc3F)C2)cc1"
C 2.390 -3.741 2.972
C 2.132 -2.532 2.101
O 2.456 -2.470 0.933
N 1.516 -1.518 2.765
C 1.167 -0.274 2.209
C 1.974 0.336 1.257
C 1.581 1.534 0.693
C 0.378 2.133 1.041
C -0.392 1.545 2.037
C 0.006 0.364 2.632
H -0.592 -0.084 3.413
H -1.318 2.012 2.332
C -0.115 3.347 0.308
N -1.180 2.982 -0.623
C -0.874 1.863 -1.497
C 0.166 2.197 -2.575
C -0.385 3.348 -3.422
C -0.724 4.541 -2.529
C -1.668 4.105 -1.399
H -1.857 4.943 -0.722
H -2.624 3.797 -1.835
H 0.194 4.953 -2.105
H -1.201 5.329 -3.114
H 0.343 3.644 -4.182
H -1.288 3.010 -3.936
C 0.516 0.984 -3.436
C 1.132 -0.168 -2.635
C 0.098 -1.225 -2.278
O -0.886 -1.440 -2.956
N 0.392 -1.951 -1.175
H 1.241 -1.802 -0.645
C -0.409 -3.095 -0.807
C -0.971 -3.007 0.585
C -1.743 -1.923 0.988
C -2.312 -1.848 2.247
C -2.097 -2.876 3.148
C -1.324 -3.963 2.777
C -0.772 -4.024 1.509
H -0.181 -4.881 1.221
H -1.163 -4.773 3.474
H -2.540 -2.831 4.132
H -2.921 -0.993 2.497
F -1.969 -0.912 0.133
H -1.230 -3.124 -1.534
H 0.184 -4.012 -0.899
H 1.880 -0.681 -3.247
H 1.629 0.192 -1.734
H 1.210 1.305 -4.217
H -0.386 0.607 -3.924
H 1.085 2.541 -2.086
H -0.547 1.023 -0.885
H -1.808 1.565 -1.982
H -0.549 4.061 1.017
H 0.740 3.840 -0.185
H 2.221 2.003 -0.041
H 2.898 -0.132 0.957
H 1.121 -1.722 3.672
H 3.088 -3.478 3.764
H 2.822 -4.533 2.367
H 1.463 -4.091 3.421

No. 6
58
Properties=species:S:1:pos:R:3 method="wB97M-V/def2-TZVPD" s_squared=6.101 spin_multiplicity=5 e_lumo_ev="2.11 / 2.08" total_charge=-1 homo_energy_ha="-0.0231 / -0.0653"
C 4.922 2.640 2.520
N 4.118 1.980 3.552
C 4.546 2.203 4.935
C 2.879 1.333 3.241
C 2.833 -0.042 2.981
C 1.644 -0.654 2.677
C 0.454 0.067 2.617
C -0.790 -0.660 2.281
C -2.003 0.017 2.227
S -3.530 -0.823 1.840
C -4.476 -0.123 3.221
C -4.094 0.401 0.628
O -0.723 -1.881 2.047
C 0.495 1.440 2.879
C 1.681 2.058 3.184
H 4.480 2.472 1.539
H 4.965 3.711 2.707
H 5.934 2.238 2.523
H 3.845 1.733 5.624
H 5.534 1.773 5.093
H 4.585 3.270 5.148
H 3.747 -0.605 3.026
H 1.611 -1.711 2.480
H -2.051 1.068 2.421
H -5.516 -0.428 3.154
H -4.072 -0.484 4.163
H -4.424 0.963 3.227
H -5.095 0.153 0.288
H -4.100 1.403 1.050
H -3.429 0.401 -0.230
H -0.410 2.020 2.843
H 1.712 3.114 3.385
C -0.991 -3.133 -0.988
C -1.100 -1.688 -1.267
C -1.666 -1.186 -2.403
C -1.790 0.281 -2.779
C -2.312 0.362 -4.067
C -2.573 -1.020 -4.580
C -2.201 -1.946 -3.607
Fe -0.545 -0.768 -4.094
C 1.327 -1.710 -4.031
C 1.417 -0.379 -3.460
C 1.008 0.573 -4.476
C 0.665 -0.170 -5.676
C 0.862 -1.582 -5.400
H -0.240 -3.341 -0.221
H -1.947 -3.532 -0.644
H -0.714 -3.691 -1.885
H -0.763 -0.990 -0.518
H -1.456 1.129 -2.175
H -2.411 1.278 -4.653
H -2.975 -1.256 -5.567
H -2.260 -3.030 -3.707
H 1.626 -2.637 -3.538
H 1.758 -0.132 -2.452
H 0.957 1.658 -4.354
H 0.326 0.261 -6.620
H 0.728 -2.399 -6.111

Max |F| readings, ordered: 3.77 0.99 1.68 18.49 0.59 3.57 eV Å⁻¹